Entry 1:
A molecular structure, C34H60CrN6OP2 in a non-equilibrium geometry. Source: the OMol25 dataset; level of theory: the ωB97M-V functional and the def2-TZVPD basis.

Last column: Löwdin spin population.
CARTESIAN COORDINATES (ANGSTROEM)
Cr: -0.2574 -0.2582 -0.3684  3.215
P: 1.1276 -2.3778 -0.7771  0.019
P: 0.4832 -0.0290 -2.8189  0.011
O: 1.0932 2.1600 -0.9325  0.023
N: 1.2606 -0.0750 1.5487  0.018
N: -1.2188 -1.4269 1.3421  0.007
N: -1.7449 0.6185 -0.6750  -0.358
N: -0.9648 1.1344 2.3801  0.008
N: 2.8807 3.5915 -0.8667  0.000
N: 0.9287 4.1267 -2.0556  0.000
C: -4.2498 2.7235 1.5456  0.002
C: -3.6911 -0.1009 -1.9006  0.011
C: -4.9903 2.2866 -1.4491  -0.004
C: 1.9307 -1.5893 -4.7104  -0.001
C: -5.5918 1.3543 -2.2722  0.037
C: 0.0393 -3.8568 -0.9219  0.002
C: 0.9537 -1.0950 2.5798  0.002
C: 3.1273 -3.5993 -4.1651  0.000
C: 1.4526 1.2938 2.1355  0.003
C: 1.5317 5.3823 -2.5015  0.000
C: -3.2696 -2.0453 -3.5226  0.002
C: 2.5338 -3.0328 0.2068  0.002
C: 2.7373 -2.6416 -5.0993  0.000
C: 0.2173 1.7064 2.9789  0.001
C: -4.9403 0.1442 -2.4488  -0.005
C: 3.7455 2.6035 -0.2318  0.000
C: 1.3836 1.3150 -3.6740  0.002
C: 1.6041 3.2461 -1.2596  0.002
C: -3.6965 -2.4967 -1.1071  0.002
C: -0.3230 3.7402 -2.7079  0.000
C: -3.0828 -1.4930 -2.0971  0.013
C: -0.9501 -0.2182 -3.9423  0.002
C: 3.4939 4.8975 -1.1173  0.000
C: -1.8690 0.2595 3.0891  0.001
C: -3.7534 2.0944 -0.8224  0.019
C: -0.1890 -2.0577 2.1925  0.001
C: -3.0205 0.9033 -1.1160  -0.048
C: 1.8536 -2.4495 -2.4626  0.001
C: 2.4353 5.9310 -1.4205  0.000
C: -2.0029 3.4722 0.6677  -0.008
C: -3.4599 3.1304 0.2873  0.003
C: 1.4984 -1.4612 -3.3854  -0.005
C: 2.6744 -3.5098 -2.8616  0.000
C: -2.3525 -0.8289 2.1194  0.004
H: -4.7809 -2.5304 -1.2363  0.000
H: -3.9193 4.0523 -0.0604  0.000
H: 4.7069 2.5722 -0.7500  0.000
H: -0.6510 2.7678 -2.3461  0.000
H: -1.2856 2.7329 0.3139  -0.004
H: -6.5622 1.5430 -2.7173  0.003
H: -5.4243 -0.6403 -3.0303  -0.002
H: 0.1804 2.7939 3.0351  0.000
H: -1.9121 3.5736 1.7549  0.000
H: 3.7711 -4.4227 -4.4593  0.000
H: -2.7374 0.7689 3.5116  0.000
H: 3.2804 1.6271 -0.2892  0.000
H: 1.5304 1.0491 -4.7143  0.000
H: 0.2213 -2.9037 1.6513  0.000
H: 0.7261 6.0770 -2.7251  0.000
H: 2.3552 1.4879 -3.2047  0.000
H: -1.7187 0.5236 -3.6878  0.000
H: -1.3746 -1.2127 -3.8122  0.000
H: -0.6267 -2.4633 3.1086  0.000
H: 0.3187 1.3581 4.0059  0.000
H: 3.9327 2.8507 0.8190  0.000
H: 4.0622 5.1805 -0.2324  0.000
H: 2.1230 -0.3156 1.0807  0.003
H: -1.3479 -0.2038 3.9290  0.000
H: -0.3255 -4.2020 0.0475  0.000
H: -1.1058 4.4684 -2.5021  0.000
H: 3.0629 -2.7211 -6.1321  0.000
H: 0.7948 2.2288 -3.6265  0.000
H: 2.8989 6.8622 -1.7430  0.000
H: -5.2934 2.5304 1.2955  0.000
H: -1.7028 4.4341 0.2544  0.000
H: -3.0352 -0.3802 1.3992  0.001
H: -2.0230 -1.4260 -1.8801  0.009
H: -0.1839 3.7038 -3.7916  0.000
H: 2.7274 -4.0692 -0.0607  0.000
H: -4.2177 3.5189 2.3007  0.000
H: -0.6458 -0.0926 -4.9830  0.000
H: -3.4987 -2.2217 -0.0654  0.000
H: 1.5629 1.9814 1.3030  0.000
H: -3.8463 1.8050 1.9959  0.000
H: -3.3022 -3.5077 -1.2811  0.000
H: 1.8441 6.1315 -0.5248  0.000
H: 0.6842 -0.5836 3.4953  0.000
H: -2.8804 -1.6120 2.6667  0.000
H: -3.1521 -1.2713 -4.2835  0.000
H: 2.1013 5.2290 -3.4257  0.000
H: 2.9667 -4.2847 -2.1626  0.000
H: -0.8207 -3.5945 -1.5433  0.000
H: -2.5533 -2.8517 -3.7283  0.000
H: 1.8321 -1.6847 2.8270  0.000
H: 0.5835 -4.6652 -1.4028  0.000
H: 2.3533 1.3375 2.7529  0.000
H: 2.3398 -2.9988 1.2770  0.000
H: -5.5261 3.2110 -1.2404  -0.002
H: 1.6296 -0.8659 -5.4645  0.000
H: -1.6373 -2.1549 0.7665  0.004
H: 3.4221 -2.4390 -0.0076  0.000
H: 4.2015 4.8263 -1.9484  0.000
H: -1.4506 1.7580 1.7596  -0.001
H: -4.2716 -2.4725 -3.6403  0.000

Computed properties:
Spin multiplicity ... 4
HOMO (spin up / spin down) ... -0.30327 / -0.33452 Ha
Lowest unoccupied orbital energy (spin up / spin down) ... -2.04 / -2.13 eV
Total charge ... +1
⟨S²⟩ ... 4.137


Entry 2:
9 unconnected molecules or ions with the total composition C34H60O27 in a non-equilibrium geometry. Source: the OMol25 dataset; level of theory: the ωB97M-V functional and the def2-TZVPD basis.

Last column: Mulliken charge in e.
CARTESIAN COORDINATES (ANGSTROEM)
O: -5.6062 -20.2145 -7.8944  -0.376
O: -11.8394 -13.5505 -9.3985  -0.331
O: -9.7934 -17.0367 -4.6721  -0.449
O: -11.6296 -17.1987 -3.1182  -0.370
O: -6.1446 -15.0041 -10.8012  -0.234
O: -4.3502 -9.4459 -7.1167  -0.239
O: -1.2636 -14.9077 -3.5396  -0.256
O: -10.8272 -15.1906 -3.6401  0.030
O: -12.2223 -13.5238 -11.5792  -0.329
O: -6.4097 -14.4227 -12.9109  -0.548
O: -4.6767 -15.7599 -12.2652  -0.365
O: 0.3055 -15.1405 -2.1225  -0.258
O: -6.5267 -12.1588 -8.4264  -0.604
O: -2.8918 -10.1523 -5.5765  -0.343
O: -8.9193 -12.4189 -0.1292  -0.646
O: -3.6307 -7.9954 -5.5440  -0.559
O: -9.9850 -6.5884 -6.7936  -0.622
O: -7.7661 -7.2713 -6.4487  -0.209
O: -5.8500 -13.6186 -6.8505  -0.173
O: 0.4098 -16.4653 -3.9444  -0.605
O: -6.4747 -19.5526 -6.0143  -0.335
O: -8.9863 -12.1493 -2.3793  -0.394
O: -7.2535 -13.1919 -1.5090  -0.218
O: -9.4155 -8.6963 -6.7660  -0.385
O: -13.8281 -12.7059 -10.2174  -0.580
O: -7.2328 -18.4340 -7.8912  -0.531
O: -7.9929 -13.5940 -7.2912  -0.228
C: -6.4647 -19.2872 -7.2444  0.673
C: -10.6118 -16.5479 -3.8343  0.364
C: -11.1729 -14.5154 -11.3679  -0.460
C: -5.7544 -14.9443 -12.0522  0.503
C: -12.7471 -13.2454 -10.4030  0.608
C: -12.5521 -16.2328 -2.5807  0.434
C: -9.8477 -12.0531 -4.5788  -1.189
C: -0.1827 -15.6442 -3.1967  0.716
C: -7.8062 -14.7840 -6.4429  1.022
C: -6.2770 -14.8772 -6.3066  1.184
C: -12.8045 -16.5320 -1.1332  -1.488
C: -10.8180 -14.3868 -9.9007  1.013
C: -7.2876 -18.8350 -5.0958  -0.387
C: -11.8213 -14.9515 -2.7190  -0.682
C: -2.0104 -15.2711 -4.6989  0.183
C: -10.7967 -15.6444 -9.0217  -1.241
C: -4.3382 -16.4593 -11.0388  -0.048
C: -5.3021 -15.8667 -10.0707  0.207
C: -5.3443 -20.1037 -9.2950  0.382
C: 1.9951 -14.9769 -0.4169  -1.134
C: -6.4310 -5.4970 -5.4269  -1.107
C: -8.4023 -12.5674 -1.2716  0.641
C: -4.8537 -8.3372 -7.8308  -0.709
C: -9.0951 -7.4293 -6.5514  0.595
C: -5.9732 -14.9643 -4.8817  -1.317
C: -2.9179 -11.3951 -6.3171  -0.265
C: -8.7220 -12.5439 -3.7134  0.655
C: -8.5435 -9.8413 -6.8650  -0.496
C: -6.5195 -20.6056 -10.1071  -1.187
C: 1.6451 -15.4786 -1.7628  -0.256
C: -3.6461 -9.1193 -5.9820  0.675
C: -6.7428 -13.0179 -7.5822  0.375
C: -6.6587 -14.0111 -0.5568  -0.863
C: -7.1528 -5.9867 -6.6639  -0.315
H: -3.9153 -11.7775 -6.5343  0.030
H: -1.8872 -16.3215 -4.9626  0.381
H: -9.3005 -10.5960 -7.0778  0.369
H: -11.5339 -15.4881 -11.7022  0.242
H: -10.1468 -16.4612 -9.3354  0.371
H: -6.0589 -14.0196 -4.3448  0.373
H: -8.1944 -10.2313 -5.9089  0.172
H: -11.9712 -16.4646 -0.4337  0.368
H: -8.3302 -19.1225 -5.2307  0.357
H: -6.2891 -6.0868 -7.3212  0.186
H: -9.8422 -10.9737 -4.7304  0.545
H: -13.2446 -17.5292 -1.1252  0.373
H: -7.0708 -13.7338 0.4134  0.421
H: -5.1935 -19.0545 -9.5493  -0.265
H: -8.2554 -14.7566 -5.4501  -1.196
H: -7.6852 -9.6918 -7.5201  0.310
H: -7.0228 -15.0358 -0.6310  0.297
H: -2.5129 -11.4070 -7.3290  0.355
H: 2.8888 -15.5436 -0.1554  0.346
H: -6.9776 -18.8642 -4.0512  0.369
H: -5.0039 -15.2617 -4.4815  -0.317
H: -4.0100 -7.7054 -8.1084  0.418
H: -4.6979 -15.1257 -9.5473  0.010
H: -7.2363 -17.7609 -5.2739  -0.085
H: -7.7628 -12.3146 -4.1775  0.312
H: -2.2366 -12.1366 -5.8998  0.156
H: 1.9765 -16.4971 -1.9652  0.381
H: -9.8057 -12.3423 -5.6289  0.081
H: -9.8672 -13.8582 -9.8322  -0.010
H: -6.0796 -4.5154 -5.7448  0.393
H: -5.9366 -16.5281 -9.4808  0.124
H: -6.0160 -15.7640 -6.8843  -0.022
H: 1.2396 -15.3345 0.2827  0.309
H: -10.7746 -12.4630 -4.1778  0.179
H: -13.5497 -15.8430 -0.7357  0.399
H: -13.4408 -16.2235 -3.2117  0.310
H: -6.3719 -20.3572 -11.1581  0.387
H: -12.5335 -14.1632 -2.9628  0.382
H: -5.6748 -6.1609 -5.0080  0.238
H: -6.6096 -15.6693 -4.3467  0.179
H: -6.5551 -21.6916 -10.0207  0.311
H: -11.2784 -14.7043 -1.8067  0.311
H: -1.8731 -14.4993 -5.4562  0.193
H: -5.5854 -14.1860 -0.6322  0.262
H: -7.4966 -20.1529 -9.9382  0.311
H: -10.3939 -14.2526 -12.0836  0.302
H: -11.8291 -15.9890 -8.9626  0.388
H: -3.0856 -15.2078 -4.5312  -0.213
H: -5.4265 -8.6466 -8.7051  0.331
H: 2.2539 -14.7510 -2.2996  0.249
H: 2.0137 -13.8871 -0.4230  0.324
H: -7.1985 -5.2220 -4.7034  0.363
H: -3.2994 -16.2344 -10.7968  0.291
H: -10.5044 -15.5248 -7.9785  0.054
H: -4.5686 -17.5246 -11.0259  0.105
H: -5.5748 -7.9788 -7.0962  0.146
H: -4.4559 -20.6766 -9.5605  0.331
H: -8.6741 -13.6328 -3.7039  -0.081
H: -7.8403 -5.2512 -7.0816  0.496
H: -8.1437 -15.7227 -6.8823  0.364

Computed properties:
HOMO ... -0.37899 Ha
Lowest unoccupied orbital energy ... -0.21 eV
Total charge ... 0
Structure (SMILES) ... C[C@H]1COC(=O)O1.C[C@H]1COC(=O)O1.C[C@H]1COC(=O)O1.CCOC(=O)OC.CCOC(=O)OC.CCOC(=O)OC.CCOC(=O)OC.COC(=O)OC.O=C1OCCO1